Entry from OMol25: C2H4N4 in the gas phase (ωB97M-V/def2-TZVPD).

Output
Orbital gap = 10.08 eV
LUMO energy = 0.613 eV
Energy relative to the best compared isomer or geometry (same formula, charge and spin) = 71.73 kcal/mol
SMILES = [H]/N=N/[C@@H]1N=C1N
DFT total energy = -297.5300 a.u.

Geometry as ORCA input:
```
! wB97M-V def2-TZVPD RIJCOSX def2/J DEFGRID3
* xyz 0 1
H 0.828 2.682 0.008
N 0.490 1.712 0.057
N 1.488 0.976 0.099
C 1.070 -0.417 0.119
N 0.492 -1.018 -1.131
C -0.303 -0.718 -0.195
N -1.601 -0.811 0.175
H 1.767 -1.044 0.677
H -2.024 -0.002 0.607
H -2.206 -1.360 -0.416
*
```